Entry 1:
Below is an isolated ion of composition C5H8NO and charge +1 at a distorted geometry, with properties calculated with the ωB97M-V functional and the def2-TZVPD basis.

## Properties
Net charge: +1
E_LUMO (eV): -6.0
Energy above the lowest of the compared OMol25 structures with the same formula, charge and spin (kcal per mole): 122.6
Molecular weight (g/mol): 98.1
SMILES string: CCCc1c[n+]1=O

Geometry as XYZ:
```
15
C5H8NO (the ωB97M-V functional and the def2-TZVPD basis)
C -2.27184 0.58274 0.02737
C -0.75401 0.71184 0.06066
C -0.10722 -0.66388 -0.18096
C 1.29745 -0.73327 -0.06938
C 2.59461 -1.12777 0.13876
N 2.66645 0.18050 0.01525
O 3.09595 1.26347 -0.04399
H -2.60321 -0.31232 0.54617
H -2.63764 0.54391 -0.99358
H -2.72643 1.43551 0.52373
H -0.42433 1.43097 -0.68972
H -0.44352 1.08096 1.03686
H -0.54813 -1.41455 0.49671
H -0.38862 -1.01174 -1.18937
H 3.25048 -1.96635 0.32149
```

What are the natural (NBO) partial charges on each atom? They are as follows, in elementary charge units: -0.61 -0.38 -0.56 0.41 -0.03 0.29 -0.14 0.21 0.22 0.24 0.23 0.22 0.30 0.32 0.27

---

Entry 2:
Below is a 12-piece molecular cluster, C32H98O42P10 overall at a distorted geometry, with properties calculated with the ωB97M-V functional and the def2-TZVPD basis.

## Properties
E_LUMO (eV): 0.1
Energy above the lowest of the compared OMol25 structures with the same formula, charge and spin (kcal per mole): 159.2
Molecular weight (g/mol): 1464.8
SMILES string: COP(=O)(OC)OC.COP(=O)(OC)OC.COP(=O)(OC)OC.COP(=O)(OC)OC.COP(=O)(OC)OC.COP(=O)(OC)OC.COP(=O)(OC)OC.COP(=O)(OC)OC.COP(=O)(OC)OC.COP(=O)(OC)OC.CO.CO

Geometry as XYZ:
```
182
C32H98O42P10 (the ωB97M-V functional and the def2-TZVPD basis)
C -2.33388 20.28797 14.98293
O -1.64135 19.09187 14.68920
P -2.44941 17.69110 14.68397
O -3.61042 17.60000 13.74596
O -1.23228 16.64658 14.32455
C -0.72398 16.56125 13.01307
O -2.61752 17.40301 16.27127
C -3.46124 16.26623 16.65076
H -2.29464 21.06597 14.22051
H -1.79292 20.83702 15.75364
H -3.36296 20.04522 15.24784
H 0.24427 17.05217 12.91516
H -1.44587 16.93483 12.28684
H -0.59537 15.49414 12.83188
H -4.42459 16.57013 17.06029
H -2.88854 15.68938 17.37695
H -3.63130 15.62816 15.78355
C -8.79219 28.69502 17.79258
O -7.56987 28.29956 17.15820
P -7.53965 26.82784 16.44127
O -8.68573 25.97163 16.71924
O -6.11822 26.24200 16.96201
C -6.08275 25.74349 18.31552
O -7.33201 27.14652 14.84422
C -6.28890 27.95603 14.31906
H -9.58504 28.00284 17.50907
H -9.11651 29.70270 17.53278
H -8.61662 28.64414 18.86714
H -5.82356 26.55736 18.99269
H -5.34720 24.94235 18.38785
H -7.02448 25.39072 18.73600
H -5.66653 28.38959 15.10185
H -6.66692 28.62546 13.54636
H -5.63430 27.29072 13.75607
C 6.95764 25.84209 22.25809
O 6.01226 25.01505 21.60232
P 4.39635 25.22983 21.70077
O 3.61958 24.09555 21.13359
O 4.29699 26.71539 20.93721
C 4.77113 26.91827 19.66320
O 4.15225 25.49376 23.32087
C 2.80645 25.86467 23.77012
H 7.66317 26.23874 21.52801
H 7.63129 25.22705 22.85477
H 6.56684 26.67488 22.84276
H 4.07395 27.40506 18.98122
H 5.14714 26.02764 19.15971
H 5.76652 27.36236 19.67271
H 1.99947 25.89595 23.03806
H 2.85515 26.82456 24.28425
H 2.45175 25.12682 24.48975
C -3.88311 34.38121 15.59571
O -2.77353 34.84668 16.28409
P -1.51785 35.71493 15.71487
O -1.94125 36.30577 14.45362
O -1.26109 36.68802 17.04090
C -0.91192 36.05112 18.27482
O -0.23491 34.65882 15.70935
C -0.31045 33.47888 14.80335
H -4.10643 34.88836 14.65707
H -4.78279 34.60355 16.16949
H -3.86178 33.30922 15.39950
H -1.14393 34.98688 18.23392
H -1.30643 36.46771 19.20160
H 0.15808 36.25386 18.22912
H -1.25721 33.15484 14.37121
H 0.18069 32.63216 15.28289
H 0.22870 33.70912 13.88443
C -7.73934 22.19910 10.56484
O -6.35110 22.17133 10.69586
P -5.41256 22.11070 9.36367
O -3.94110 22.04837 9.61896
O -5.96075 20.88583 8.45329
C -6.39587 19.62322 8.95627
O -5.84451 23.41090 8.45832
C -5.01070 24.60416 8.33710
H -8.17065 23.17957 10.76669
H -8.16350 21.50579 11.29115
H -8.12333 22.00940 9.56251
H -6.89589 19.64952 9.92445
H -5.60797 18.87472 9.04040
H -7.17747 19.37100 8.23962
H -4.09880 24.64864 8.93255
H -5.68451 25.40918 8.63037
H -4.84311 24.75001 7.26999
C 2.45269 28.61083 1.51425
O 2.08581 28.46726 2.90804
P 0.54315 28.15013 3.38647
O 0.30379 28.22164 4.89147
O -0.26478 29.17344 2.35532
C -0.25137 30.55890 2.70428
O 0.20440 26.75163 2.71144
C 0.72976 25.52447 3.25169
H 2.55445 29.66464 1.25499
H 1.64468 28.21811 0.89701
H 3.35032 28.04120 1.27368
H -1.08138 30.93078 3.30503
H -0.18131 31.11652 1.77033
H 0.72560 30.80249 3.12177
H -0.13907 24.87995 3.38519
H 1.25049 25.58742 4.20719
H 1.30572 24.99596 2.49205
C 6.75698 21.60284 5.31640
O 6.73972 20.33533 6.02594
P 5.32388 19.67391 6.60771
O 5.46751 18.48618 7.50311
O 4.57597 20.97118 7.27542
C 4.00392 20.93503 8.59248
O 4.42469 19.40177 5.28714
C 4.90690 18.64726 4.18636
H 7.10921 22.44620 5.91036
H 5.73756 21.73644 4.95441
H 7.35681 21.51982 4.41008
H 3.96631 19.98613 9.12754
H 2.96081 21.22553 8.46739
H 4.33395 21.76998 9.21058
H 5.03591 19.32923 3.34590
H 4.12047 17.98074 3.83228
H 5.83017 18.15882 4.49796
C 7.46637 29.76753 10.95304
O 7.95111 28.51556 10.59605
P 7.22280 27.06847 10.90660
O 6.12580 27.09413 11.90871
O 6.77425 26.57547 9.45509
C 5.62581 27.01430 8.72850
O 8.47035 26.09109 11.26911
C 9.66435 25.96748 10.50616
H 8.29082 30.14716 11.55658
H 6.58430 29.90184 11.57917
H 7.28824 30.35300 10.05104
H 5.13615 26.12008 8.34289
H 5.81539 27.65094 7.86430
H 4.92500 27.50296 9.40538
H 10.59924 26.18024 11.02462
H 9.67050 26.56273 9.59306
H 9.72347 24.91911 10.21372
C -1.51657 28.58712 19.33068
O -1.78118 28.53260 20.70477
P -1.79617 29.93231 21.54509
O -0.53500 30.64734 21.39167
O -3.16395 30.60899 21.09823
C -3.59380 31.74497 21.81123
O -2.09257 29.44994 23.06545
C -3.29242 28.76803 23.47848
H -2.30980 28.02326 18.83982
H -0.57495 28.06317 19.16657
H -1.51693 29.59854 18.92432
H -3.01715 31.92396 22.71872
H -4.59393 31.60604 22.22175
H -3.56885 32.64390 21.19527
H -2.94871 27.80152 23.84704
H -3.96903 28.72779 22.62485
H -3.84215 29.27545 24.27120
C -4.58922 32.23817 8.17158
O -5.95242 32.04084 7.91828
P -6.50872 32.06227 6.35419
O -5.82884 31.06098 5.47221
O -6.19732 33.60194 5.93948
C -6.76601 34.20125 4.75140
O -8.12348 31.88345 6.55319
C -8.76861 30.70934 6.23349
H -4.44702 33.11520 8.80301
H -4.04535 32.50306 7.26487
H -4.15629 31.34464 8.62133
H -7.44724 35.04564 4.85642
H -7.29675 33.41091 4.22058
H -5.94941 34.57434 4.13327
H -8.13521 29.87230 5.93976
H -9.45119 30.86150 5.39741
H -9.42100 30.33145 7.02068
C -0.05437 26.90851 11.89861
O 0.79184 27.44002 12.95416
H 0.10316 27.50022 10.99686
H 0.22541 25.86909 11.72707
H -1.05044 27.05994 12.31456
H 1.71985 27.26776 12.77890
C 3.35904 32.28718 7.66768
O 2.22904 31.59521 8.25807
H 3.19540 32.80889 6.72473
H 3.81974 32.98872 8.36317
H 4.06391 31.47548 7.48772
H 1.83537 30.94502 7.67165
```

Here are the Mulliken charges for atoms 1 to 99, given in e: -0.66 -0.31 1.03 -0.64 -0.29 -0.67 -0.30 -0.64 0.27 0.26 0.30 0.24 0.35 0.24 0.26 0.26 0.32 -0.68 -0.26 1.07 -0.71 -0.23 -0.72 -0.37 -0.60 0.34 0.24 0.25 0.28 0.27 0.33 0.28 0.26 0.27 -0.69 -0.35 1.02 -0.66 -0.25 -0.75 -0.30 -0.69 0.30 0.28 0.32 0.29 0.34 0.28 0.32 0.27 0.29 -0.78 -0.18 1.00 -0.69 -0.37 -0.54 -0.30 -0.64 0.32 0.28 0.28 0.29 0.25 0.24 0.27 0.28 0.29 -0.75 -0.28 1.04 -0.71 -0.28 -0.66 -0.32 -0.62 0.28 0.29 0.34 0.30 0.28 0.26 0.32 0.25 0.23 -0.67 -0.29 1.05 -0.65 -0.32 -0.70 -0.31 -0.71 0.26 0.33 0.28 0.27 0.29 0.31

---

Values of energy, in order: -8839.4435 -213672.1834, all in eV.